[1]
Here is one molecule with the formula C18H21NO2S from OMol25. Energies are from wB97M-V/def2-TZVPD.

Highest occupied orbital energy: -8.4 eV
Frontier orbital gap: 9.2 eV
SMILES: COc1cccc(CC(=O)NCCCSc2ccccc2)c1
Relative energy (zero: lowest compared OMol25 entry of this formula, charge and spin): 0.749 eV
Strongest force on any atom: 0.62 eV/Å
Spin multiplicity: 1

Each line ends with the Mulliken charge.
Geometry (Å):
C 3.56 -0.36 -0.62  -0.962
O 2.88 -1.30 0.16  -0.414
C 1.69 -1.78 -0.29  0.584
C 1.05 -2.72 0.52  -0.501
C -0.15 -3.27 0.13  -0.652
C -0.75 -2.89 -1.06  -0.469
C -0.13 -1.95 -1.88  0.187
C -0.79 -1.44 -3.13  -1.385
C -1.33 -0.06 -2.75  0.664
O -0.79 0.97 -3.06  -0.659
N -2.44 -0.13 -1.98  -0.145
C -2.86 0.98 -1.15  -1.045
C -2.31 0.82 0.26  0.163
C -2.64 2.00 1.16  -0.838
S -2.01 1.71 2.85  -0.157
C -0.26 1.67 2.52  -0.151
C 0.38 2.79 2.00  -0.273
C 1.74 2.75 1.77  -0.654
C 2.47 1.61 2.07  -0.443
C 1.83 0.50 2.59  -0.368
C 0.46 0.53 2.82  -0.124
C 1.09 -1.40 -1.49  -0.163
H 3.82 -0.76 -1.61  0.392
H 2.98 0.56 -0.75  0.386
H 4.48 -0.13 -0.08  0.223
H 1.53 -3.00 1.45  0.463
H -0.63 -4.00 0.77  0.399
H -1.68 -3.33 -1.36  0.458
H -1.60 -2.10 -3.45  0.436
H -0.07 -1.32 -3.93  0.355
H -2.74 -1.04 -1.66  0.320
H -3.95 1.04 -1.14  0.308
H -2.46 1.89 -1.62  0.422
H -1.22 0.70 0.20  0.130
H -2.71 -0.09 0.71  0.207
H -2.20 2.92 0.78  0.324
H -3.71 2.13 1.27  0.467
H -0.19 3.69 1.79  0.436
H 2.24 3.62 1.36  0.400
H 3.53 1.59 1.90  0.487
H 2.39 -0.39 2.82  0.311
H -0.05 -0.33 3.22  0.403
H 1.54 -0.66 -2.13  0.478

=====

[2]
Here is one molecule with the formula C18H21NO3 from OMol25. Energies are from wB97M-V/def2-TZVPD.

Highest occupied orbital energy: -8.2 eV
Frontier orbital gap: 8.9 eV
SMILES: COc1ccc(C(=O)NCCCc2ccccc2)cc1OC
Relative energy (zero: lowest compared OMol25 entry of this formula, charge and spin): 0.846 eV
Strongest force on any atom: 0.53 eV/Å
Spin multiplicity: 1

Each line ends with the Mulliken charge.
Geometry (Å):
C -5.63 -0.22 0.71  -0.704
O -4.75 0.89 0.74  -0.475
C -3.49 0.81 0.25  0.485
C -2.80 2.02 0.28  -0.954
C -1.50 2.14 -0.16  -0.511
C -0.85 1.03 -0.67  -0.255
C 0.55 1.01 -1.17  0.174
O 0.95 0.16 -1.95  -0.679
N 1.35 2.00 -0.70  -0.059
C 2.77 2.00 -0.95  -0.952
C 3.59 2.09 0.34  -0.704
C 3.11 1.12 1.43  -1.090
C 2.82 -0.27 0.92  0.796
C 1.57 -0.84 1.13  -0.442
C 1.29 -2.11 0.65  -0.370
C 2.25 -2.82 -0.04  -0.598
C 3.50 -2.26 -0.25  -0.581
C 3.78 -0.99 0.23  -0.364
C -1.54 -0.18 -0.73  -0.374
C -2.84 -0.32 -0.28  1.266
O -3.52 -1.51 -0.32  -0.450
C -2.88 -2.62 -0.91  -0.823
H -5.26 -1.05 1.30  0.249
H -5.81 -0.55 -0.32  0.270
H -6.57 0.15 1.13  0.297
H -3.33 2.88 0.68  0.419
H -1.02 3.11 -0.13  0.437
H 1.00 2.65 -0.02  0.243
H 3.04 2.84 -1.61  0.411
H 2.99 1.07 -1.48  0.438
H 4.63 1.88 0.09  0.404
H 3.55 3.11 0.74  0.425
H 2.21 1.52 1.89  0.354
H 3.88 1.06 2.20  0.355
H 0.81 -0.29 1.66  0.304
H 0.32 -2.54 0.83  0.429
H 2.03 -3.81 -0.43  0.387
H 4.25 -2.81 -0.80  0.404
H 4.76 -0.56 0.06  0.370
H -1.00 -1.02 -1.15  0.604
H -2.61 -2.43 -1.95  0.368
H -1.99 -2.92 -0.36  0.239
H -3.62 -3.43 -0.87  0.260

=====

[3]
Here is one molecule with the formula C18H21NO4S from OMol25. Energies are from wB97M-V/def2-TZVPD.

Highest occupied orbital energy: -8.0 eV
Frontier orbital gap: 8.7 eV
SMILES: COc1cc(C(=O)NCCSc2ccccc2)cc(OC)c1OC
Relative energy (zero: lowest compared OMol25 entry of this formula, charge and spin): 2.035 eV
Strongest force on any atom: 0.58 eV/Å
Spin multiplicity: 1

Each line ends with the Mulliken charge.
Geometry (Å):
C 0.80 2.92 -1.60  -0.685
O 1.90 2.41 -0.88  -0.405
C 1.89 1.09 -0.54  0.687
C 0.81 0.24 -0.69  -0.897
C 0.94 -1.10 -0.37  -0.682
C -0.15 -2.09 -0.57  0.117
O 0.06 -3.22 -0.95  -0.682
N -1.40 -1.63 -0.29  0.032
C -2.54 -2.51 -0.37  -0.671
C -3.78 -1.79 -0.89  -0.734
S -4.62 -0.84 0.43  -0.110
C -3.59 0.62 0.52  -0.226
C -2.96 0.93 1.72  -0.287
C -2.21 2.08 1.83  -0.610
C -2.10 2.94 0.74  -0.354
C -2.72 2.62 -0.46  -0.525
C -3.47 1.47 -0.57  -0.053
C 2.15 -1.58 0.11  -0.664
C 3.23 -0.73 0.32  1.351
O 4.42 -1.16 0.85  -0.443
C 4.59 -2.54 1.10  -0.935
C 3.11 0.62 -0.02  0.673
O 4.06 1.59 0.11  -0.476
C 5.43 1.26 0.23  -0.801
H 1.06 3.95 -1.84  0.280
H 0.64 2.36 -2.53  0.386
H -0.11 2.90 -1.00  0.042
H -0.12 0.61 -1.10  0.656
H -1.51 -0.75 0.18  0.086
H -2.77 -2.95 0.61  0.266
H -2.26 -3.32 -1.05  0.469
H -3.53 -1.12 -1.71  0.350
H -4.52 -2.51 -1.22  0.400
H -3.07 0.26 2.56  0.406
H -1.72 2.32 2.76  0.399
H -1.52 3.85 0.83  0.434
H -2.64 3.29 -1.30  0.384
H -3.98 1.24 -1.49  0.460
H 2.22 -2.63 0.33  0.547
H 4.46 -3.13 0.19  0.377
H 3.89 -2.89 1.87  0.348
H 5.61 -2.65 1.47  0.248
H 5.65 0.82 1.21  0.237
H 5.96 2.20 0.12  0.282
H 5.75 0.56 -0.55  0.325

=====

[4]
Here is C18H21P2Yb as an isolated structure from OMol25. Energies are from wB97M-V/def2-TZVPD.

Highest occupied orbital energy (alpha / beta): -3.6 / -7.9 eV
Frontier orbital gap (alpha / beta): 3.8 / 7.7 eV
Strongest force on any atom: 2.73 eV/Å
Spin multiplicity: 2
⟨S²⟩: 0.761

Each line ends with the Mulliken charge.
Geometry (Å):
C -1.91 -2.23 -3.54  -0.543
C -1.33 -3.06 -2.56  -0.670
C -2.07 -2.92 -1.35  -0.466
C -3.15 -2.01 -1.59  -0.603
C -3.07 -1.56 -2.93  -0.587
Yb -0.89 -0.30 -1.92  0.981
P 0.16 1.35 -3.88  -0.130
H -1.65 -2.17 -4.59  0.499
H -0.49 -3.72 -2.71  0.438
H -1.87 -3.43 -0.41  0.490
H -3.78 -0.94 -3.46  0.452
H -3.92 -1.73 -0.88  0.409
H -0.69 2.29 -4.56  0.101
H 0.97 0.99 -4.99  0.110
H 1.05 2.32 -3.33  0.103
C 0.79 -1.64 0.36  -1.384
P -0.20 -0.14 0.73  0.420
C -0.12 -0.09 2.53  0.411
C -0.94 -1.02 3.22  -0.542
C -0.80 -1.17 4.59  -0.470
C 0.11 -0.38 5.30  -0.474
C 0.88 0.58 4.63  -0.550
C 0.76 0.74 3.25  -0.423
C 0.88 1.22 0.12  0.057
C 0.29 2.50 0.03  -0.317
C 1.02 3.59 -0.41  -0.617
C 2.35 3.42 -0.82  -0.578
C 2.93 2.15 -0.79  -0.661
C 2.20 1.05 -0.34  -0.090
H 0.26 -2.52 0.76  0.325
H 1.74 -1.54 0.90  0.475
H 1.00 -1.83 -0.71  0.456
H -1.66 -1.62 2.66  0.387
H -1.40 -1.92 5.11  0.366
H 0.22 -0.51 6.38  0.350
H 1.57 1.21 5.19  0.375
H 1.36 1.49 2.73  0.352
H -0.76 2.63 0.34  0.341
H 0.56 4.58 -0.44  0.348
H 2.93 4.28 -1.16  0.306
H 3.96 2.01 -1.13  0.333
H 2.67 0.06 -0.33  0.219

=====

[5]
Here is C18H22AlBrClF14NO11S2 as an isolated structure from OMol25. Energies are from wB97M-V/def2-TZVPD.

Highest occupied orbital energy: -7.8 eV
Frontier orbital gap: 1.0 eV
Strongest force on any atom: 7.34 eV/Å
Spin multiplicity: 1

Each line ends with the Mulliken charge.
Geometry (Å):
C 0.41 1.30 3.39  -0.955
C 0.19 0.15 2.27  0.372
N -0.35 0.55 1.15  -0.665
C 0.68 -1.33 2.60  1.289
C -0.44 -2.44 2.61  0.686
O -1.52 -2.15 1.68  -0.423
O 0.15 -3.68 2.09  -0.638
S 1.48 -4.19 2.99  1.297
O 2.81 -3.71 2.50  -0.621
O 1.50 -5.70 2.88  -0.709
C 1.16 -3.85 4.81  -0.362
C -0.44 -3.82 4.95  -0.943
C -1.18 -2.67 4.03  0.253
Cl -1.16 -1.16 5.10  0.032
S -2.91 -3.35 3.79  1.307
O -2.90 -4.51 2.82  -0.674
O -3.29 -3.93 5.13  -0.673
C -4.17 -2.03 3.37  0.612
F -4.72 -2.40 2.11  -0.267
F -3.65 -0.75 3.19  -0.202
C -5.44 -2.07 4.38  0.606
F -6.04 -3.34 4.29  -0.198
F -6.38 -1.19 3.79  -0.244
F -5.12 -1.69 5.67  -0.181
H 1.32 1.89 3.01  0.293
H -0.47 2.02 3.45  0.281
H 0.72 0.85 4.38  0.227
H -0.39 -0.28 0.54  0.133
H 1.44 -1.60 1.77  -0.181
H 1.26 -1.31 3.58  -1.213
H -1.43 -2.75 0.90  0.320
H 1.71 -2.82 5.19  0.098
H 1.55 -4.77 5.36  0.484
H -0.91 -4.85 4.79  0.446
H -0.66 -3.55 6.04  0.361
C 3.94 -1.32 -0.88  -0.967
C 2.64 -1.73 -1.55  -0.191
C 2.33 -1.00 -2.84  0.002
O 0.92 -1.14 -2.92  -0.320
C 0.47 -1.21 -1.63  0.496
O -0.67 -1.13 -1.31  -0.458
O 1.51 -1.39 -0.76  0.121
H 4.00 -1.75 0.13  0.426
H 4.80 -1.67 -1.46  0.520
H 4.01 -0.22 -0.76  0.143
H 2.62 -2.82 -1.70  0.457
H 2.82 -1.45 -3.70  0.528
H 2.57 0.08 -2.80  0.139
Al 3.04 1.03 -1.42  0.236
C 0.96 3.65 -6.84  -0.689
C 0.46 5.10 -7.03  0.867
C 1.07 6.18 -6.14  0.066
F 0.94 5.93 -4.82  -0.180
F 0.48 7.37 -6.37  -0.285
F -0.89 5.10 -6.94  -0.265
F 0.74 5.44 -8.32  -0.324
O 0.22 2.78 -5.96  -0.388
C 0.43 2.89 -4.57  0.723
C -0.77 3.49 -3.82  0.257
F -1.20 4.64 -4.36  -0.203
F -0.44 3.76 -2.54  -0.246
F 1.58 3.56 -4.36  -0.294
F 0.65 1.63 -4.12  -0.345
H 0.87 3.17 -7.81  0.418
H 2.03 3.62 -6.61  0.326
H 2.14 6.31 -6.36  0.276
H -1.61 2.79 -3.82  0.256
F -8.08 -1.42 5.11  -0.420
Br 2.44 -1.41 5.48  -0.449
O -0.10 8.20 -2.92  -0.526
H 0.09 7.42 -3.43  0.344

=====

| no. | E (eV) |
| --- | --- |
| 1 | -35427.696 |
| 2 | -26639.230 |
| 3 | -39521.314 |
| 4 | -69110.561 |
| 5 | -191891.731 |